# 1
Molecular formula: C3H6AlBr2ClI
Method: DFT, ωB97M-V/def2-TZVPD

The geometry in ORCA input format:
```
! RIJCOSX wB97M-V def2-TZVPD def2/J DEFGRID3
* xyz -1 1
C 1.9677 -0.7195 -0.2077
C 0.9430 0.3938 -0.1225
Br 0.6249 1.0802 -1.9382
C -0.3379 -0.0380 0.5914
Br -0.1653 0.5321 2.4789
Al -2.2360 0.3744 0.0395
Cl -2.5512 2.4768 -0.4101
I -2.7169 -1.1339 -2.0330
H 2.8754 -0.4033 -0.7225
H 1.5504 -1.5760 -0.7410
H 2.2267 -1.0292 0.8103
H 1.3681 1.2533 0.3849
H -0.3148 -1.1273 0.6862
H -3.2340 -0.0833 1.1839
*
```

The HOMO energy is -5.34 eV. For the LUMO energy, the calculation gives 0.107 hartree.

# 2
Molecular formula: C5H10BeO3
Method: DFT, ωB97M-V/def2-TZVPD

The geometry in ORCA input format:
```
! RIJCOSX wB97M-V def2-TZVPD def2/J DEFGRID3
* xyz 0 1
O 1.1525 0.2467 1.3284
C 2.3092 -0.2229 0.6981
C 2.4210 0.3470 -0.7276
O 1.2513 0.2190 -1.4768
C -0.7523 1.5721 0.7676
C -1.8243 0.7503 0.2634
O -1.2303 -0.4163 -0.3004
C -2.0993 -1.4970 -0.5970
Be 0.2704 0.1831 -0.1477
H 2.3475 -1.3330 0.6524
H 3.2135 0.0750 1.2659
H 3.2898 -0.1351 -1.2241
H 2.6680 1.4284 -0.6216
H -1.1144 2.3611 1.4429
H -2.5088 1.2600 -0.4441
H -1.4995 -2.2695 -1.0863
H -2.5349 -1.8960 0.3302
H -2.9033 -1.1629 -1.2678
H -2.4560 0.4902 1.1446
*
```

The HOMO energy (spin up / spin down) is -7.99 / -7.91 eV. For the LUMO energy (spin up / spin down), the calculation gives -0.052 / -0.057 hartree. The energy above the lowest of the compared OMol25 structures with the same formula, charge and spin comes out at 169.6 kJ/mol.

# 3
Molecular formula: C26H66AsF6MgN3O19
Method: DFT, ωB97M-V/def2-TZVPD

The geometry in ORCA input format:
```
! RIJCOSX wB97M-V def2-TZVPD def2/J DEFGRID3
* xyz 0 1
Mg -0.3929 2.9145 -0.8630
N -1.0176 1.5654 -3.4381
O -1.5031 0.5039 -3.7760
O -0.4960 1.7094 -2.3818
O -1.2603 2.4655 -4.1627
As 1.2476 -0.0168 0.7703
F 2.2755 0.1794 -0.6703
F 0.1598 -0.9786 -0.2973
F 0.1589 -0.2572 2.2063
F 2.2402 1.0733 1.7474
F 0.4330 1.4675 0.1434
F 2.1145 -1.5173 1.2127
C 3.2093 -2.0839 -1.9250
N 3.3623 -1.0992 -2.9664
O 2.3360 -0.4977 -3.4008
O 4.4470 -1.0385 -3.5226
H 3.9526 -1.8143 -1.1747
H 3.5527 -3.0609 -2.2650
H 2.1987 -2.1086 -1.5174
C 4.7251 0.9698 3.4000
N 5.6299 1.0336 4.5909
O 6.6352 1.6839 4.4286
O 5.3386 0.4242 5.6016
H 4.6894 -0.0545 3.0289
H 5.2398 1.5274 2.6176
H 3.7163 1.3135 3.6288
C -6.2524 0.9522 -1.9507
O -5.2118 0.0426 -1.6168
C -5.7567 -1.2486 -1.5203
C -4.7140 -2.2230 -0.9403
O -4.3373 -1.6394 0.2973
C -3.0049 -2.0018 0.7607
H -5.9100 1.9844 -1.8765
H -7.1879 0.8122 -1.4091
H -6.5778 0.8515 -2.9861
H -6.0999 -1.6069 -2.4909
H -6.5792 -1.3313 -0.8098
H -4.0104 -2.3201 -1.7671
H -5.1340 -3.2128 -0.7613
H -2.5789 -1.3498 1.5232
H -2.2100 -2.1192 0.0242
H -2.9612 -2.9850 1.2293
C -0.5138 -2.2977 -3.1596
O -0.7232 -2.1942 -4.5618
C -0.7872 -3.4111 -5.3125
C -0.9794 -3.0562 -6.7880
O -1.9817 -2.0211 -6.9141
C -2.2831 -1.7359 -8.2769
H -0.1617 -1.3156 -2.8440
H 0.3850 -2.8902 -2.9892
H -1.3772 -2.6442 -2.5917
H -1.6977 -3.9123 -4.9840
H 0.0894 -4.0528 -5.2236
H -1.3239 -3.9898 -7.2328
H -0.0788 -2.7925 -7.3425
H -3.1009 -1.0306 -8.4244
H -2.4809 -2.6231 -8.8783
H -1.5283 -1.1501 -8.8016
C -0.0521 -4.1889 2.4502
O 0.6158 -5.3735 2.6934
C 2.0627 -5.3315 2.6058
C 2.5907 -5.0317 1.1324
O 2.5980 -6.1752 0.2967
C 2.6422 -5.8521 -1.0431
H -1.1086 -4.3998 2.6154
H 0.1470 -3.5819 1.5669
H 0.3279 -3.5538 3.2503
H 2.3566 -6.3391 2.8999
H 2.4456 -4.6972 3.4053
H 3.6268 -4.7121 1.2441
H 2.1064 -4.1293 0.7592
H 3.4609 -5.1346 -1.0968
H 1.7254 -5.3966 -1.4174
H 2.9774 -6.6566 -1.6978
C -0.5256 3.9985 2.1529
O -0.0396 3.8860 0.8045
C 0.9611 4.8679 0.5081
C 2.0322 4.2933 -0.4497
O 1.2943 3.5272 -1.4253
C 2.2143 3.1322 -2.5311
H -1.2891 3.2377 2.3154
H -0.6951 5.0273 2.4704
H 0.3156 3.6618 2.7587
H 1.5350 5.2036 1.3719
H 0.5210 5.7862 0.1192
H 2.6792 3.6249 0.1185
H 2.5647 5.1210 -0.9180
H 1.6638 2.7733 -3.4006
H 2.9227 2.3815 -2.1809
H 2.8516 3.9739 -2.8024
C -2.6595 1.3675 0.4732
O -2.1410 2.6481 -0.0755
C -3.1593 3.3998 -0.6914
C -2.6670 4.5562 -1.4656
O -1.2543 4.4148 -1.7737
C -0.7540 5.4351 -2.5369
H -1.8783 0.8029 0.9822
H -2.9924 0.6737 -0.2987
H -3.4320 1.4554 1.2371
H -3.7402 3.7170 0.1746
H -3.8475 2.8509 -1.3343
H -2.8364 5.4201 -0.8229
H -3.3262 4.6990 -2.3218
H -1.3613 5.4939 -3.4401
H 0.2477 5.1610 -2.8680
H -0.7446 6.3928 -2.0164
C 0.1017 -0.1327 5.2150
O -0.0131 1.3132 5.1706
C 0.3990 1.8616 6.3768
C 1.8926 1.6069 6.6855
O 1.8889 0.4092 7.5527
C 3.2106 0.1106 8.0679
H -0.8168 -0.4724 4.7363
H 0.0938 -0.4599 6.2547
H 0.9690 -0.5313 4.6888
H -0.2312 1.5495 7.2096
H 0.3842 2.9481 6.2910
H 2.4220 2.4490 7.1313
H 2.1961 1.1754 5.7317
H 3.0159 -0.3683 9.0275
H 3.8793 0.9584 8.2172
H 3.7030 -0.6398 7.4495
*
```

The HOMO energy is -8.17 eV. For the LUMO energy, the calculation gives -0.016 hartree. The energy above the lowest of the compared OMol25 structures with the same formula, charge and spin comes out at 0.0 kJ/mol.

# 4
Molecular formula: C38H45BaN6O3Se
Method: DFT, ωB97M-V/def2-TZVPD

The geometry in ORCA input format:
```
! RIJCOSX wB97M-V def2-TZVPD def2/J DEFGRID3
* xyz -1 1
Ba -6.1048 -19.7039 -10.6847
C -3.1816 -20.9920 -17.2030
O -2.6733 -21.9649 -16.3651
C -1.9405 -21.5939 -15.2749
C -0.9636 -22.5335 -14.9851
C 0.0290 -22.3607 -14.0255
C 0.0210 -21.1302 -13.2540
C -0.9925 -20.2349 -13.4944
C -1.9870 -20.4574 -14.4962
N -3.0614 -19.5200 -14.6553
N -2.8175 -18.3982 -14.1200
C -3.8058 -17.4371 -13.9811
C -5.0266 -17.7097 -13.3021
O -5.4907 -18.8598 -12.9690
C -5.6836 -16.4449 -12.8524
C -5.2583 -15.2279 -13.0150
C -4.0198 -14.9850 -13.6819
C -3.4968 -13.6682 -13.6246
C -2.2222 -13.4322 -13.8309
C -1.3679 -14.5603 -14.0788
C -1.8370 -15.8221 -14.1808
C -3.2213 -16.1014 -13.9762
H -4.0873 -20.5362 -16.7612
H -3.4427 -21.5222 -18.1485
H -2.5689 -20.1455 -17.3737
H -0.9139 -23.3874 -15.6179
H 0.7586 -23.1486 -13.8464
H 0.8275 -21.0293 -12.5696
H -1.0185 -19.2245 -13.1009
H -6.6505 -16.6867 -12.2514
H -5.8060 -14.4124 -12.6149
H -4.0834 -12.7903 -13.2160
H -1.8799 -12.4004 -13.8173
H -0.2940 -14.2621 -14.3227
H -1.1933 -16.6546 -14.2575
C -3.2004 -15.1492 -9.5453
C -4.4950 -15.4063 -9.1557
C -5.0449 -16.6232 -9.4610
N -4.3776 -17.5958 -10.0944
C -3.1103 -17.3868 -10.4532
C -2.5039 -16.1611 -10.1636
H -2.6638 -14.1622 -9.3549
H -5.0671 -14.6432 -8.6201
H -6.0639 -16.8160 -9.1410
H -2.5225 -18.1384 -11.0313
H -1.4315 -16.0635 -10.3047
C -7.2843 -21.5486 -13.5132
C -5.8382 -22.0461 -13.6747
O -5.1101 -21.7709 -12.4919
C -4.0414 -22.7032 -12.2340
C -3.1948 -22.1231 -11.0320
H -8.0702 -22.1621 -14.0785
H -7.3390 -20.4538 -13.6801
H -7.6487 -21.5537 -12.4850
H -5.3378 -21.5407 -14.5730
H -5.8485 -23.1545 -13.8272
H -3.3813 -22.8045 -13.1181
H -4.4759 -23.6821 -11.8980
H -2.9528 -21.0769 -11.2768
H -2.3126 -22.7365 -10.9871
H -3.7354 -22.1217 -10.1354
C -9.5519 -15.3279 -11.6027
N -9.4403 -16.6544 -11.1592
C -8.3266 -17.1472 -10.5070
Se -6.4595 -21.7128 -8.2109
N -8.5292 -18.4520 -10.3432
C -9.7048 -18.7441 -10.8862
C -10.4218 -19.9723 -10.9019
C -11.6925 -20.0413 -11.4471
C -12.3049 -18.8348 -11.8836
C -11.6437 -17.6251 -11.8916
C -10.3452 -17.6190 -11.3988
H -8.5473 -14.8559 -11.5964
H -10.2493 -14.6413 -11.0065
H -9.9113 -15.4724 -12.6851
H -8.2784 -20.0420 -7.9256
H -10.0032 -20.9168 -10.4282
H -12.4437 -20.9137 -11.4000
H -13.3007 -18.8822 -12.1847
H -12.1328 -16.6889 -12.1342
C -7.4317 -20.3988 -5.2237
C -7.0774 -19.4454 -6.4436
C -7.7237 -18.0816 -6.2109
C -5.5752 -19.2001 -6.3162
N -7.2901 -20.0148 -7.7791
H -6.9138 -20.2572 -4.2712
H -7.2814 -21.3566 -5.6954
H -8.5558 -20.2986 -5.1228
H -7.6817 -17.7631 -5.2126
H -8.7626 -18.0180 -6.4865
H -7.2290 -17.3085 -6.7984
H -5.4121 -18.4058 -5.5729
H -5.1668 -18.7868 -7.2404
H -5.0150 -20.0907 -6.0288
*
```

The HOMO energy is -4.15 eV. For the LUMO energy, the calculation gives 0.081 hartree. The energy above the lowest of the compared OMol25 structures with the same formula, charge and spin comes out at 34.9 kJ/mol.

# 5
Molecular formula: C18H23N2
Method: DFT, ωB97M-V/def2-TZVPD

The geometry in ORCA input format:
```
! RIJCOSX wB97M-V def2-TZVPD def2/J DEFGRID3
* xyz 1 1
C 1.3238 0.2758 2.2114
C 0.2843 0.6441 1.2258
N -0.6659 -0.2275 0.8315
C -1.9444 0.1273 0.3332
C -2.5217 1.3875 0.3373
C -3.8890 1.4734 0.0193
C -4.6155 0.3197 -0.3185
C -4.0128 -0.9499 -0.3304
C -2.6645 -1.0519 0.0311
C -1.7907 -2.1728 0.2973
C -0.5691 -1.6468 0.7965
C 0.4979 -2.4595 1.1376
C 0.3284 -3.8500 1.0146
C -0.8791 -4.3940 0.5451
C -1.9439 -3.5583 0.1730
H 1.7092 1.2077 2.6482
H 0.9787 -0.3517 3.0463
H 2.1880 -0.2050 1.7310
H -0.0251 1.6836 1.1777
H -1.9334 2.2593 0.6121
H -4.3923 2.4398 0.0518
H -5.6713 0.4137 -0.5761
H -4.5644 -1.8493 -0.6101
H 1.4198 -2.0243 1.5133
H 1.1458 -4.5121 1.2971
H -0.9803 -5.4780 0.4523
H -2.8740 -3.9595 -0.2305
C 1.7176 0.1465 -2.9817
C 1.4453 0.5391 -1.5332
N 2.5383 1.2997 -0.9717
C 2.3081 2.3944 -0.0726
C 3.3231 3.5288 -0.1418
H 1.0070 -0.6186 -3.3028
H 1.6105 1.0176 -3.6332
H 2.7265 -0.2597 -3.0862
H 0.4850 1.0825 -1.4288
H 1.3482 -0.3681 -0.9175
H 3.2284 1.5279 -1.6793
H 1.2709 2.7695 -0.1749
H 2.3560 1.9406 0.9236
H 3.2370 4.1148 0.7752
H 4.3489 3.1600 -0.2041
H 3.1106 4.1838 -0.9887
*
```

The HOMO energy is -11.40 eV. For the LUMO energy, the calculation gives -0.186 hartree. The energy above the lowest of the compared OMol25 structures with the same formula, charge and spin comes out at 98.0 kJ/mol.

# 6
Molecular formula: C31H33GaN4O3P
Method: DFT, ωB97M-V/def2-TZVPD

The geometry in ORCA input format:
```
! RIJCOSX wB97M-V def2-TZVPD def2/J DEFGRID3
* xyz 1 1
Ga -0.5844 -0.5566 0.3345
C -0.2898 3.6408 1.4903
C -0.4650 2.4798 0.7221
N -0.5230 1.2878 1.2735
C -0.4519 1.1446 2.6308
C -0.2224 2.2471 3.4619
C -0.1515 3.5170 2.8440
C -0.0708 2.0428 4.8571
C -0.1491 0.7731 5.3437
C -0.4185 -0.3420 4.5111
C -0.6100 -0.1893 3.1539
N -0.8673 -1.1368 2.1983
C -1.3492 -2.4091 2.3544
C -1.8192 -3.0344 3.4882
C -2.2975 -4.3663 3.4467
C -2.3173 -5.0942 2.2966
C -1.8754 -4.4816 1.0974
C -1.9057 -5.1289 -0.1572
C -1.5053 -4.4743 -1.2878
C -1.0627 -3.1502 -1.1754
N -1.0077 -2.5258 -0.0190
C -1.4054 -3.1621 1.1292
H -0.2576 4.6042 1.0022
H -0.5573 2.5200 -0.3571
H 0.0083 4.3922 3.4628
H 0.1061 2.8885 5.5079
H -0.0162 0.6001 6.4039
H -0.4616 -1.3209 4.9623
H -1.8673 -2.5021 4.4245
H -2.6601 -4.8097 4.3651
H -2.6770 -6.1141 2.2766
H -2.2616 -6.1510 -0.2096
H -1.5323 -4.9481 -2.2584
H -0.7463 -2.5866 -2.0422
C -0.0248 5.2852 -4.6116
C 0.1409 3.8483 -4.2015
C -0.5123 2.8313 -4.8756
C -0.3711 1.4993 -4.5008
C -1.1513 0.4578 -5.2705
C 0.4386 1.1905 -3.3950
C 0.4360 -0.1958 -2.9397
O 0.6476 -0.5787 -1.7947
C 1.1370 2.2084 -2.7115
C 2.1270 1.9243 -1.6097
C 0.9746 3.5132 -3.1308
H -0.6144 5.3781 -5.5215
H 0.9451 5.7548 -4.7808
H -0.5264 5.8519 -3.8250
H -1.1476 3.0762 -5.7189
H -1.5814 0.9037 -6.1648
H -1.9751 0.0585 -4.6755
H -0.5318 -0.3783 -5.5947
H 0.1852 -0.9554 -3.6924
H 2.9358 1.2897 -1.9761
H 1.6791 1.4145 -0.7581
H 2.5710 2.8563 -1.2622
H 1.5281 4.2997 -2.6285
C 1.9666 -2.3944 2.0646
P 1.8852 -0.9803 0.9278
C 2.7563 0.3288 1.8411
C 3.0681 -1.4556 -0.3655
H 3.0084 -2.6433 2.2725
H 1.4748 -3.2618 1.6227
H 1.4600 -2.1513 2.9972
H 3.7633 -0.0062 2.0962
H 2.2207 0.5659 2.7608
H 2.8269 1.2332 1.2360
H 4.0162 -1.7494 0.0881
H 3.2385 -0.6283 -1.0496
H 2.6673 -2.2916 -0.9378
O -1.6237 0.3015 -1.1280
N -2.8508 0.2549 -0.6954
O -2.9160 -0.3094 0.3764
*
```

The HOMO energy is -9.74 eV. For the LUMO energy, the calculation gives -0.106 hartree. The energy above the lowest of the compared OMol25 structures with the same formula, charge and spin comes out at 49.6 kJ/mol.